The following is a quantum chemistry calculation of an isolated ion of composition C19H35ClIN4O3 and charge +1 at a distorted geometry, from OMol25.

XYZ file:
```
63
Properties=species:S:1:pos:R:3:mulliken_charge:R:1
H 4.1204 1.7850 0.2726 0.438
H 0.5017 0.7160 2.2261 0.207
H -2.4996 -0.1039 5.1175 0.407
C 1.6126 0.2007 -1.1469 -1.531
H 1.9757 0.5351 -2.1476 0.561
C 0.6714 2.3559 -3.4627 0.237
H 1.9096 2.7600 -1.6971 -0.071
N 0.1386 0.3408 -1.1439 0.859
C -2.4769 0.1339 4.0384 -1.299
H -4.3961 -3.8983 -1.5392 0.320
C -2.0779 -2.4286 -0.5686 -0.412
H -0.1202 -2.1721 -1.5174 0.594
H -1.3132 -3.9771 -1.8687 0.365
H -0.4380 -3.5338 1.1809 0.341
H 6.2519 0.4932 0.5777 0.353
H 0.9340 4.1018 -2.2528 0.514
H -3.4371 1.4568 0.0631 0.293
H -3.2467 -0.5017 3.5708 0.309
C -0.2586 -0.6140 -0.0314 -0.279
C 0.1799 -3.1516 0.3558 -1.534
C -1.2399 0.0913 0.9657 0.730
H -0.3764 0.1046 4.3829 0.518
H 4.8526 -0.5764 -1.2047 0.332
Cl -0.7890 -1.9783 3.3600 -0.178
H -1.0006 1.6118 2.4517 0.312
H 0.0153 3.4430 1.6368 0.423
H -3.4935 -3.1828 -2.9542 0.332
C -3.4830 -3.9408 -2.1549 -1.331
C -0.5924 0.5938 2.3164 -1.531
O -0.6313 5.2883 1.3913 -0.436
H 1.8627 -0.8688 -1.0898 0.660
H 0.5961 -0.7932 0.6491 -0.007
H -2.4355 -2.5499 0.4730 0.303
H -3.4435 -4.9243 -2.6578 0.417
C -0.5683 -2.0835 -0.5051 0.522
H -2.7708 0.3949 -1.0127 0.121
H -0.6661 4.8263 -1.0543 0.503
N -2.6571 1.3100 -0.5750 -0.632
H 0.4029 -4.0289 -0.2794 0.426
H -2.1858 -4.6556 -0.5109 0.374
C 0.9025 3.0123 -2.0711 0.014
C 4.3839 -0.2917 -0.2428 -0.142
H -2.6902 -1.7057 -1.1341 -0.129
H -2.1838 -0.4125 1.2049 0.515
N -1.4692 1.3722 0.2211 0.368
C -0.4323 4.2125 0.9663 0.014
H 3.8527 1.4399 -1.4463 0.348
C -2.2270 -3.8422 -1.2562 -0.553
C 5.4924 -0.2666 0.8392 -1.369
I -1.3469 1.9304 -4.1107 0.046
N -0.1401 2.7548 -1.0699 0.704
H 3.6998 -1.1308 -0.0075 0.089
O 2.2352 1.0151 -0.1849 -0.292
H -1.9612 3.7597 -0.5504 0.408
C -0.8694 3.8983 -0.4960 -0.675
C -0.4052 1.5353 -0.7125 -1.550
H 1.1533 -2.7862 0.7263 0.352
H -2.6955 1.2093 3.9527 0.342
C 3.6476 1.0685 -0.4212 -0.474
H 5.0379 -0.0643 1.8224 0.335
O 1.5866 2.1421 -4.1180 -0.367
H 6.0401 -1.2231 0.8769 0.391
C -1.0393 -0.2069 3.5571 0.098
```

2S+1: 1
total charge: +1
E_HOMO: -0.470 Eh
structure (SMILES): CCCOCN1C(N(CC=O)CC(=O)I)=[N+](N)[C@H](C[C@@H](C)Cl)[C@H]1[C@@H](C)CCC
calculated total energy: -52987.8444 eV